1.
Here is CH16FeO11 as an isolated structure from the Open Molecules 2025 dataset. Energies are from the ωB97M-V functional and the def2-TZVPD basis.

Output
**ΔE to the lowest compared entry with this formula, charge and spin**: 11.8 kcal per mole
**E_LUMO (alpha / beta)**: -3.88 / -3.89 eV
**Strongest force on any atom**: 2.3 eV/Å

ORCA input file:
```
! wB97M-V def2-TZVPD RIJCOSX def2/J DEFGRID3
* xyz 0 5
Fe -2.7892 1.4147 -1.1011
C -0.8154 0.0372 -0.7823
O 0.2328 -0.5411 -0.5299
O -1.8740 0.0978 0.0306
O -0.9700 0.8387 -1.8191
O 2.8897 -0.9354 0.3252
H 3.3603 -1.5531 -0.2425
H 1.9630 -0.9657 0.0362
O 0.3643 2.9698 -2.9718
H -0.1447 2.2135 -2.6557
H 1.0101 3.1178 -2.2613
O -0.4325 -2.6345 1.3650
H -1.3695 -2.8466 1.3072
H -0.2948 -1.8818 0.7624
O 1.3721 0.6587 2.4343
H 0.4932 0.2516 2.4402
H 1.8694 0.0779 1.8448
O -4.0607 -1.5764 0.3852
H -4.4245 -1.2008 1.1941
H -3.1325 -1.2917 0.3689
O 1.9146 -0.1615 -2.9764
H 1.1766 0.4385 -3.1295
H 1.6453 -0.6856 -2.2135
O 2.0751 2.0652 -0.7599
H 1.6131 1.2481 -0.5228
H 3.0049 1.8203 -0.7092
O -1.2880 -0.0454 3.4334
H -1.8778 -0.1902 2.6852
H -1.5111 -0.7398 4.0623
*
```

=====

2.
Here is ClH14O9V as an isolated structure from the Open Molecules 2025 dataset. Energies are from the ωB97M-V functional and the def2-TZVPD basis.

Output
**ΔE to the lowest compared entry with this formula, charge and spin**: 118.1 kcal per mole
**E_LUMO**: -3.24 eV
**Strongest force on any atom**: 4.3 eV/Å

ORCA input file:
```
! wB97M-V def2-TZVPD RIJCOSX def2/J DEFGRID3
* xyz 0 1
O -0.8581 0.5330 -1.0545
V -0.0170 0.5169 0.3414
O 0.6511 -0.9294 0.5135
Cl 3.0251 2.4155 -1.2479
O -1.2064 3.5630 0.6535
H -2.1614 3.5029 0.6760
H -1.0116 3.9751 -0.1882
O 1.1525 -0.2260 -4.7865
H 1.6490 -0.2829 -5.6029
H 1.7339 0.2377 -4.1838
O 5.3753 -1.2740 -0.1337
H 5.0322 -0.7100 -0.8268
H 4.6564 -1.3470 0.4941
O -5.6027 1.6083 -2.1932
H -4.7506 1.7082 -2.6176
H -6.2266 1.9799 -2.8168
O 1.1695 1.4229 3.3985
H 2.0427 1.6858 3.6893
H 0.7696 1.0231 4.1708
O -2.5696 -0.5574 1.9053
H -3.5263 -0.5746 1.9315
H -2.3087 -1.4640 2.0672
O 1.0425 -5.7166 1.5665
H 0.6311 -6.2036 2.2806
H 1.3079 -4.8871 1.9635
*
```